Version P
Below is a single C3H8O2 molecule, with properties calculated with ωB97M-V with the def2-TZVPD basis set.

Structure (SMILES): COCOC
LUMO energy: 1.06 eV
2S+1: 1
E_HOMO: -10.05 eV

Last column: natural (NBO) charge in e.
Cartesian coordinates (Å):
H1 -1.9340 -0.6726 1.0351  0.162
C1 -0.1029 0.7800 0.0165  0.241
H2 -0.0756 0.6637 1.1180  0.120
H3 -1.5619 -1.3996 -0.5373  0.183
H4 2.5753 -0.9223 -0.6251  0.198
C2 2.0218 -0.1608 -0.0837  -0.256
H5 2.4941 0.8168 -0.2645  0.165
C3 -2.0112 -0.5281 -0.0548  -0.258
O1 0.7077 -0.2010 -0.5714  -0.546
H6 2.0807 -0.3751 0.9974  0.165
H7 0.2638 1.7830 -0.2454  0.154
O2 -1.3909 0.6694 -0.4556  -0.521
H8 -3.0669 -0.4535 -0.3293  0.193


Version Q
Below is a single C3H8O2 molecule, with properties calculated with ωB97M-V with the def2-TZVPD basis set.

Structure (SMILES): OCCCO
LUMO energy: 0.83 eV
2S+1: 1
E_HOMO: -9.44 eV

Last column: natural (NBO) charge in e.
Cartesian coordinates (Å):
H1 1.5573 -0.1412 -0.5267  0.200
O1 0.1466 -1.7530 0.5076  -0.776
H2 -1.4871 -0.1245 -0.6961  0.216
C1 -0.5313 0.3984 -0.7564  -0.473
H3 0.5975 -1.3713 -1.4424  0.193
H4 -0.5262 0.9310 -1.7328  0.228
H5 0.4683 2.0210 0.2923  0.155
H6 -1.2279 1.8797 0.7292  0.166
C2 -0.3385 1.2723 0.4794  -0.053
H7 -0.1510 -0.6046 1.3313  0.495
H8 0.9041 -2.2306 0.9149  0.492
C3 0.5724 -0.6694 -0.6341  -0.054
O2 0.0159 0.3922 1.5339  -0.787


Ranked by calculated energy, most stable first: version P, version Q.


Version P
Below is 2 unconnected molecules or ions with the total composition C3H8O2, with properties calculated with ωB97M-V with the def2-TZVPD basis set.

Structure (SMILES): C=O.CCO
LUMO energy: 0.91 eV
2S+1: 1
E_HOMO: -9.74 eV

Last column: natural (NBO) charge in e.
Cartesian coordinates (Å):
O1 2.3209 -1.8429 1.5022  -0.500
H1 -1.7616 -0.2263 0.8017  0.170
H2 -2.5213 1.4349 -0.8414  0.220
H3 1.9136 -0.2032 0.4250  0.145
H4 -0.8798 1.8843 -1.2327  0.215
C1 -1.0353 0.1326 0.1063  -0.087
H5 -0.2984 0.7218 0.6116  0.174
H6 -0.5767 -1.4582 -0.7635  0.456
H7 3.4969 -0.2219 1.5505  0.115
C2 2.6454 -0.7305 1.0544  0.236
O2 -0.1176 -0.9336 -0.1704  -0.707
H8 -1.6403 0.3991 -2.0251  0.199
C3 -1.5456 1.0439 -1.0186  -0.636


Version Q
Below is a single C3H8O2 molecule, with properties calculated with ωB97M-V with the def2-TZVPD basis set.

Structure (SMILES): COCOC
LUMO energy: 1.06 eV
2S+1: 1
E_HOMO: -9.97 eV

Last column: natural (NBO) charge in e.
Cartesian coordinates (Å):
H1 2.6565 -0.8825 -0.7012  0.202
C1 -2.0563 -0.5457 -0.0319  -0.264
C2 2.0555 -0.1687 -0.0559  -0.261
C3 -0.0584 0.7370 0.0199  0.239
H2 2.3725 0.9041 -0.3169  0.165
H3 -0.0254 0.7441 1.1391  0.118
H4 -1.6488 -1.5008 -0.4252  0.188
H5 -2.0667 -0.5728 1.0506  0.169
O1 0.7340 -0.2905 -0.5061  -0.549
H6 -3.0654 -0.4096 -0.4395  0.195
H7 2.1545 -0.3967 1.0162  0.174
O2 -1.3644 0.6760 -0.4330  -0.528
H8 0.3124 1.7060 -0.3162  0.151


Ranked by calculated energy, most stable first: version Q, version P.


Version P
Below is a single C2H5N3 molecule, with properties calculated with ωB97M-V with the def2-TZVPD basis set.

Structure (SMILES): [H]/N=C\NN=C
LUMO energy: 0.49 eV
2S+1: 1
E_HOMO: -9.19 eV

Last column: natural (NBO) charge in e.
Cartesian coordinates (Å):
C1 2.3051 -0.1514 -0.0645  -0.162
H1 -1.7003 1.4888 0.2950  0.121
N1 1.0004 -0.3664 0.0637  -0.257
H2 2.4197 0.8326 -0.2863  0.172
N2 -2.0909 -0.6004 -0.0085  -0.649
N3 -0.0258 0.6098 -0.1296  -0.492
H3 2.9464 -1.1085 0.4628  0.241
H4 0.1901 1.6630 0.4572  0.354
H5 -1.5149 -1.5581 -0.0951  0.363
C2 -1.3930 0.3484 0.0123  0.309


Version Q
Below is 2 unconnected molecules or ions with the total composition C2H5N3, with properties calculated with ωB97M-V with the def2-TZVPD basis set.

Structure (SMILES): N=C=N.C=N
LUMO energy: 0.96 eV
2S+1: 1
E_HOMO: -9.96 eV

Last column: natural (NBO) charge in e.
Cartesian coordinates (Å):
N1 -0.9496 0.0250 -0.8147  -0.610
N2 1.3303 -0.8965 1.4674  -0.724
H1 -0.9922 2.0165 -1.2736  0.148
H2 1.2288 -1.0900 0.4261  0.430
C1 0.6159 -0.2331 2.1495  0.642
C2 -0.6693 1.0681 -1.5091  -0.033
H3 -0.3477 0.4284 3.6867  0.393
H4 0.1657 1.0269 -2.2597  0.161
H5 -1.5765 0.2350 -0.0590  0.336
N3 0.2181 0.6256 2.8859  -0.743


Version R
Below is a molecular structure, C2H5N3, with properties calculated with ωB97M-V with the def2-TZVPD basis set.

LUMO energy: 1.19 eV
2S+1: 1
E_HOMO: -8.57 eV

Last column: natural (NBO) charge in e.
Cartesian coordinates (Å):
H1 -2.3694 0.6275 -0.6266  0.362
H2 0.7953 -0.7125 -1.1862  0.227
H3 -1.9128 -0.8111 0.0738  0.357
N1 -1.6078 -0.0342 -0.5086  -0.677
N2 -0.4991 0.5956 0.0365  -0.087
C1 1.0232 0.1193 -0.5240  -0.316
H4 1.9245 -0.4459 1.5440  0.196
N3 -0.1588 0.0094 1.2227  -0.254
H5 1.7224 0.8519 -0.9322  0.209
C2 1.0826 -0.2000 0.9005  -0.017


Ranked by calculated energy, most stable first: version Q, version R, version P.


Version P
Below is a single C4H5NO2 molecule, with properties calculated with ωB97M-V with the def2-TZVPD basis set.

Structure (SMILES): C=NCC(=O)C=O
LUMO energy: -0.63 eV
2S+1: 1
E_HOMO: -9.83 eV

Last column: natural (NBO) charge in e.
Cartesian coordinates (Å):
C1 -0.5372 0.7091 -0.0116  -0.350
C2 -1.6593 -1.3202 -0.1426  -0.031
C3 1.9716 0.6131 0.5669  0.344
H1 2.9767 0.2847 0.2442  0.133
H2 -0.4665 1.4598 0.7801  0.235
H3 -1.6582 -2.3939 0.0289  0.179
H4 -1.1962 1.0624 -0.8214  0.195
O1 1.7431 1.1179 1.6362  -0.467
H5 -2.3530 -0.9258 -0.8934  0.146
C4 0.8768 0.3327 -0.4619  0.492
O2 1.1458 -0.3315 -1.4334  -0.480
N1 -0.8436 -0.6083 0.5080  -0.396


Version Q
Below is a single C4H5NO2 molecule, with properties calculated with ωB97M-V with the def2-TZVPD basis set.

Structure (SMILES): O=CC1=NCCO1
LUMO energy: 0.03 eV
2S+1: 1
E_HOMO: -10.00 eV

Last column: natural (NBO) charge in e.
Cartesian coordinates (Å):
N1 -0.1100 -0.6692 0.9704  -0.398
H1 -2.1961 -0.4650 0.6885  0.215
H2 -1.2117 0.1077 -1.9819  0.199
O1 0.4213 0.6146 -0.8233  -0.487
C1 -1.2953 -0.6729 0.1055  -0.284
O2 2.5321 0.1330 1.9332  -0.449
C2 -0.9998 0.4056 -0.9539  -0.097
H3 -1.4040 -1.6740 -0.3289  0.204
C3 2.1672 0.2649 0.7944  0.380
C4 0.7504 0.0286 0.3568  0.405
H4 -1.5016 1.3554 -0.7376  0.184
H5 2.8476 0.5711 -0.0233  0.128


Ranked by calculated energy, most stable first: version Q, version P.


Version P
Below is a molecular structure, C4H5NO2, with properties calculated with ωB97M-V with the def2-TZVPD basis set.

LUMO energy: 0.89 eV
2S+1: 1
E_HOMO: -9.13 eV

Last column: natural (NBO) charge in e.
Cartesian coordinates (Å):
H1 -0.1317 -1.8317 1.4727  0.385
H2 0.5857 -0.6248 -1.8160  0.237
N1 -0.2196 -1.6349 0.4819  -0.813
H3 -0.7866 0.6043 -1.8593  0.225
O1 -0.7832 0.9584 2.1834  -0.546
H4 -1.0594 -2.1000 0.1371  0.378
O2 0.1439 1.9230 0.2435  -0.529
C1 0.8750 0.9349 -0.4228  0.140
C2 -0.1686 -0.2638 0.1443  -0.010
C3 -0.4708 0.8619 1.0362  0.739
C4 0.0273 0.1542 -1.3019  -0.427
H5 1.9579 0.9687 -0.3613  0.221


Version Q
Below is a single C4H5NO2 molecule, with properties calculated with ωB97M-V with the def2-TZVPD basis set.

Structure (SMILES): Cc1coc(=O)[nH]1
LUMO energy: 0.75 eV
2S+1: 1
E_HOMO: -8.49 eV

Last column: natural (NBO) charge in e.
Cartesian coordinates (Å):
N1 0.7559 -0.8902 0.3198  -0.674
O1 1.6465 1.1789 0.1984  -0.475
H1 -1.5129 -0.2916 -1.7916  0.232
C1 1.7390 0.0288 0.8919  0.898
H2 -2.3241 0.2987 -0.3466  0.239
C2 -0.2395 -0.0159 -0.1265  0.126
H3 0.8894 -1.8212 -0.0668  0.421
C3 0.2604 1.2222 0.0093  -0.026
H4 -0.1653 2.1846 0.2112  0.214
C4 -1.5614 -0.3986 -0.7018  -0.647
O2 2.3807 -0.0737 1.8916  -0.531
H5 -1.8792 -1.4183 -0.4702  0.224


Ranked by calculated energy, most stable first: version Q, version P.


Version P
Below is a single C3H7N3S molecule, with properties calculated with ωB97M-V with the def2-TZVPD basis set.

Structure (SMILES): [H]/N=C/NC(=S)NC
LUMO energy: 0.41 eV
2S+1: 1
E_HOMO: -7.39 eV

Last column: natural (NBO) charge in e.
Cartesian coordinates (Å):
N1 2.2546 -0.4571 -0.2961  -0.564
N2 0.1404 -1.1074 -0.2678  -0.666
H1 -2.7295 -1.3377 0.9672  0.211
H2 1.8172 -2.5193 0.9153  0.228
H3 -1.9466 1.1330 -0.3959  0.406
H4 -3.4637 0.0050 0.0399  0.219
H5 3.2465 -0.9118 0.1842  0.319
N3 -1.5724 0.3009 -0.0484  -0.570
C1 -0.2526 0.1802 -0.1641  0.324
S1 0.5564 1.7156 0.1228  -0.234
H6 -2.5363 -1.2684 -0.8340  0.193
H7 -0.3051 -2.0143 -0.0187  0.415
C2 1.4131 -1.4281 0.2933  0.158
C3 -2.6176 -0.7005 0.1146  -0.438


Version Q
Below is a single C3H7N3S molecule, with properties calculated with ωB97M-V with the def2-TZVPD basis set.

LUMO energy (spin up / spin down): -0.09 / 0.78 eV
2S+1: 1
E_HOMO (spin up / spin down): -7.10 / -7.74 eV

Last column: natural (NBO) charge in e.
Cartesian coordinates (Å):
H1 3.0946 1.5429 -0.0433  0.230
H2 -3.0083 -0.6804 -0.5462  0.226
C1 -2.0533 -0.2757 -0.7011  -0.287
H3 -1.5654 -0.9355 1.2783  0.213
H4 -1.7040 -0.0550 -1.7522  0.243
H5 -0.9383 -1.9409 -0.1091  0.217
N1 -1.4227 1.7634 0.2385  0.024
H6 1.9192 1.3535 1.1000  0.243
C2 -1.0920 -0.9590 0.2692  -0.307
C3 2.0716 1.3869 0.0223  -0.747
H7 1.5259 2.1768 -0.4340  0.222
N2 -2.1489 1.1112 -0.3411  -0.103
N3 -0.0055 -0.2270 0.5677  -0.563
S1 1.1911 -0.0757 -0.6266  0.390


Version R
Below is a single C3H7N3S molecule, with properties calculated with ωB97M-V with the def2-TZVPD basis set.

Structure (SMILES): C=CN(N)C(N)=S
LUMO energy: 0.66 eV
2S+1: 1
E_HOMO: -8.01 eV

Last column: natural (NBO) charge in e.
Cartesian coordinates (Å):
H1 -2.1117 -2.7943 -0.0243  0.218
C1 -1.3582 -1.9501 -0.1891  -0.427
H2 -1.9712 1.7748 -0.7632  0.366
H3 0.6864 2.4723 -0.0390  0.420
N1 -1.3469 1.7561 0.0419  -0.650
C2 0.6455 0.3939 -0.0012  0.290
H4 -2.6153 -0.3157 0.3279  0.186
H5 -0.3573 -2.2342 -0.4795  0.241
N2 1.2411 1.6045 -0.1758  -0.810
H6 2.2764 1.6233 -0.2714  0.424
C3 -1.6265 -0.6693 0.0349  -0.050
H7 -1.8767 1.7051 0.9419  0.366
S1 1.6186 -0.9735 0.1028  -0.267
N3 -0.7361 0.4535 0.0761  -0.308


Ranked by calculated energy, most stable first: version R, version Q, version P.


Version P
Below is a single C3H7N3S molecule, with properties calculated with ωB97M-V with the def2-TZVPD basis set.

Structure (SMILES): SN1C=NNCC1
LUMO energy: 0.75 eV
2S+1: 1
E_HOMO: -7.90 eV

Last column: natural (NBO) charge in e.
Cartesian coordinates (Å):
H1 3.2129 0.6232 -0.9501  0.120
N1 -0.9508 -1.5668 0.0266  -0.225
C1 -1.1498 0.8609 -0.0655  -0.226
H2 0.9458 -2.4791 0.0637  0.207
N2 -1.6822 -0.5262 -0.1975  -0.410
S1 2.6982 -0.3085 0.0600  0.160
N3 1.0890 -0.2846 -0.4193  -0.600
H3 0.7113 1.7012 -0.2394  0.222
H4 -1.7507 1.1956 1.0055  0.194
H5 -2.6174 -0.7391 0.1436  0.379
H6 0.3686 0.6439 1.2605  0.200
H7 -1.5913 1.6301 -0.9692  0.214
C2 0.3950 -1.5735 0.0509  0.052
C3 0.3213 0.8229 0.2301  -0.288


Version Q
Below is a single C3H7N3S molecule, with properties calculated with ωB97M-V with the def2-TZVPD basis set.

Structure (SMILES): C=N/N=C\CSN
LUMO energy: 0.82 eV
2S+1: 1
E_HOMO: -8.34 eV

Last column: natural (NBO) charge in e.
Cartesian coordinates (Å):
C1 -0.2759 -1.3296 -1.1409  -0.587
H1 -0.0252 -2.4409 -1.5018  0.239
H2 -1.0289 1.6379 1.5302  0.164
H3 0.1437 1.0766 2.7476  0.167
H4 1.3130 1.2844 0.8618  0.376
N1 1.4019 0.7499 -0.0368  -1.017
N2 -0.6611 -0.4427 1.5431  -0.220
C2 -1.5296 -1.3847 -0.3124  0.030
S1 1.3075 -0.9328 -0.1811  0.430
H5 -2.3648 -1.9827 -0.5490  0.195
H6 2.2698 1.1401 -0.3057  0.373
C3 -0.5789 0.8028 1.9078  -0.170
H7 -0.3990 -0.6804 -1.9539  0.232
N3 -1.6554 -0.8632 0.8368  -0.211


Ranked by calculated energy, most stable first: version Q, version P.


Version P
Below is 2 unconnected molecules or ions with the total composition C3H7N3S, with properties calculated with ωB97M-V with the def2-TZVPD basis set.

Structure (SMILES): C1=NNSC1.C=N
LUMO energy: 1.00 eV
2S+1: 1
E_HOMO: -7.94 eV

Last column: natural (NBO) charge in e.
Cartesian coordinates (Å):
C1 -2.5325 -0.1169 -0.9512  -0.062
C2 0.6862 0.4466 1.0444  0.028
H1 -2.6506 -1.6639 -0.0768  0.318
N1 -2.1538 -0.7938 0.0112  -0.557
H2 -3.0486 -0.4817 -1.8948  0.151
S1 2.5887 -0.0311 -0.7235  0.288
N2 1.4490 -1.2823 -0.1136  -0.543
H3 1.1421 1.8979 -0.3747  0.213
H4 1.7652 -2.1430 0.2957  0.384
H5 2.2815 1.8566 0.9708  0.223
H6 -2.0308 0.7901 -0.9240  0.150
N3 0.6890 -0.7935 0.8764  -0.188
C3 1.7106 1.2629 0.2150  -0.603
H7 0.1039 1.0522 1.6452  0.198


Version Q
Below is a single C3H7N3S molecule, with properties calculated with ωB97M-V with the def2-TZVPD basis set.

LUMO energy (spin up / spin down): 0.07 / 0.02 eV
2S+1: 1
E_HOMO (spin up / spin down): -6.94 / -6.87 eV

Last column: natural (NBO) charge in e.
Cartesian coordinates (Å):
H1 2.5230 -2.2306 -0.5402  0.202
H2 -2.3594 2.1336 -0.1487  0.210
C1 0.1026 -0.7176 1.1054  0.384
S1 -2.8717 -1.1273 -0.3979  -0.199
N1 1.2702 -1.2872 0.7967  -0.582
H3 -3.6104 1.3296 0.6644  0.238
H4 -2.1482 1.7389 1.4724  0.206
N2 -0.7368 -0.0959 0.5304  -0.184
H5 1.0064 -1.5425 -1.2554  0.213
H6 1.7196 -1.8007 1.4596  0.399
N3 -1.9668 0.0306 0.2485  -0.247
C2 -2.5242 1.3253 0.5679  -0.426
C3 1.7995 -1.3646 -0.5547  -0.406
H7 2.3224 -0.6054 -0.9007  0.191


Ranked by calculated energy, most stable first: version P, version Q.